[1]
2 unconnected molecules or ions with the total composition C6H14N2O. Source: the OMol25 dataset; level of theory: wB97M-V/def2-TZVPD.

Geometry as XYZ:
```
23
Properties=species:S:1:pos:R:3:forces:R:3
C -0.28919 -0.86614 0.44488 0.1087 -0.3194 -0.3307
C -1.57664 -0.52214 -0.31786 0.1972 0.0262 0.1352
C 0.42063 -2.03344 -0.26049 -0.0843 0.3033 0.1331
N -0.64972 -1.19425 1.82560 -0.1229 -0.2057 0.1327
C 0.59212 0.38454 0.48516 -0.1134 -0.1439 0.2755
N 1.66317 0.57436 -0.15300 0.4912 0.2185 -0.1436
H -1.36810 -1.91411 1.83086 0.1484 0.0642 0.0220
H 0.15659 -1.56042 2.32356 -0.0819 -0.0442 -0.0164
H -2.22135 0.09044 0.30529 -0.0983 0.1034 0.0269
H -2.11013 -1.43482 -0.57713 -0.0741 -0.0955 -0.0034
H -1.34166 0.01400 -1.23433 -0.0235 -0.0058 -0.1129
H 1.41346 -2.19452 0.16083 0.0543 -0.0439 -0.0047
H -0.15735 -2.94648 -0.12506 -0.0738 -0.0125 -0.0187
H 0.50973 -1.84329 -1.32743 0.0969 -0.0221 -0.1491
C 0.74382 2.22951 -2.19306 0.1364 0.0342 -0.1100
C 0.10568 1.48178 1.37763 0.1357 0.0372 0.2174
O 0.33673 1.19918 -2.65836 -0.0785 0.1880 -0.1278
H 1.95272 -0.18611 -0.76506 -0.2572 -0.1768 0.1088
H 1.81175 2.50294 -2.20146 -0.0149 -0.0842 -0.0432
H 0.07353 2.98389 -1.74058 -0.0841 -0.1127 0.0380
H -0.82399 1.89549 0.99836 -0.2127 0.0827 -0.0358
H -0.09720 1.07551 2.36518 -0.0807 0.1368 0.0561
H 0.85538 2.26409 1.43644 0.0314 0.0725 -0.0496
```
Positions in Å, forces in eV/Å.

Computed properties:
Multiplicity   1
Lowest unoccupied orbital energy   1.0 eV
HOMO energy   -9.3158 eV
SMILES   [H]/N=C(/C)C(C)(C)N.C=O
Net charge   0

***

[2]
C6H14N2O in the gas phase at a distorted geometry. Source: the OMol25 dataset; level of theory: wB97M-V/def2-TZVPD.

Geometry as XYZ:
```
23
Properties=species:S:1:pos:R:3:forces:R:3
C -0.14315 -0.48195 -1.49400 0.3523 -0.0352 0.0495
C 0.96686 0.17075 -2.33140 -0.2275 -0.0830 -0.0349
N -1.37949 0.28737 -1.40579 -0.1002 -0.0240 0.0597
C 0.36736 -0.86882 -0.09283 0.3558 1.7567 0.7174
C -0.67811 -1.36753 0.83428 -0.6026 2.0471 2.2417
H -0.41653 -1.42241 -1.99167 0.0643 0.0053 0.0496
H -1.67916 0.58460 -2.32815 0.0398 -0.0119 0.1050
H -1.26093 1.11360 -0.83384 0.0568 0.0355 -0.0410
H 1.17597 -1.59442 -0.19000 0.0054 0.0653 -0.1288
H 1.30928 1.10309 -1.89072 -0.0230 -0.0097 0.0584
H 0.59505 0.38365 -3.33404 -0.0350 -0.0337 -0.0737
H 1.82145 -0.49881 -2.43152 0.0814 -0.0434 0.0175
H -0.32483 -2.10171 1.56392 -0.2223 0.0301 -0.1677
H -1.67902 -1.54301 0.43611 0.2345 0.0102 0.1311
N -1.02381 0.17405 3.06984 -0.3284 -0.5543 -0.5105
C 1.00859 0.36213 0.79679 1.5829 -0.1579 -2.6271
C 0.95399 1.69332 0.61114 0.0937 -0.5608 0.3223
O -0.74098 0.06794 1.68692 -1.4521 -2.5808 -0.0251
H -2.02358 0.01792 3.17249 0.0296 -0.0185 0.1419
H -0.53675 -0.57423 3.56220 -0.0278 0.0237 -0.0862
H 1.88657 -0.01819 1.31340 0.0665 0.0068 0.0647
H 0.03068 2.18759 0.34862 0.1271 0.1091 -0.6557
H 1.77055 2.32505 0.92823 -0.0713 0.0234 0.3921
```
Positions in Å, forces in eV/Å.

Computed properties:
Multiplicity   1
Lowest unoccupied orbital energy   0.9 eV
HOMO energy   -7.7238 eV
SMILES   C=C[C@@H](CON)[C@H](C)N
Net charge   0

***

Computed E, in the same sequence as the records: -421.729047 -421.582185 a.u..
Computed frontier orbital gap, in the same sequence as the records: 10.3 8.7 eV.
Computed relative energy (zero: lowest compared OMol25 entry of this formula, charge and spin), in the same sequence as the records: 44.7 136.9 kcal per mole.